ORCA calculation (wB97M-V/def2-TZVPD) on the molecule C2H3N3O in a non-equilibrium geometry.

Geometry as XYZ:
```
9
Properties=species:S:1:pos:R:3:nbo_charge:R:1
O -0.003 -1.048 2.029 -0.6743
C 0.241 -0.477 0.818 0.5449
N 0.655 1.055 0.608 -0.4465
C 0.411 1.238 -0.635 0.1869
N -0.293 -0.077 -1.229 -0.4495
N -0.226 -0.992 -0.259 -0.2937
H -0.968 -1.173 2.113 0.4974
H 0.486 2.099 -1.329 0.2227
H -0.303 -0.624 -2.117 0.4122
```

Strongest force on any atom = 3.8 eV/A
Energy above the lowest of the compared OMol25 structures with the same formula, charge and spin = 54.94 kcal per mole
LUMO energy = 0.0308 hartree
HOMO-LUMO gap = 10.1 eV
Total charge = 0
SMILES = Oc1nc[nH]n1

ORCA calculation (wB97M-V/def2-TZVPD) on the molecule C2H3N3O in a non-equilibrium geometry.

Geometry as XYZ:
```
9
Properties=species:S:1:pos:R:3:nbo_charge:R:1
H -1.620 -2.072 0.274 0.3478
N -0.758 -2.056 -0.177 -0.6583
C -0.280 -0.903 -0.101 0.6121
N 0.941 -0.509 -0.449 -0.4811
C 0.974 0.782 -0.373 0.2525
N -0.162 1.374 0.126 -0.3043
O -0.894 0.240 0.548 -0.3846
H 1.840 1.353 -0.890 0.2243
H -0.042 1.792 1.043 0.3917
```

Strongest force on any atom = 3.5 eV/A
Energy above the lowest of the compared OMol25 structures with the same formula, charge and spin = 61.13 kcal per mole
LUMO energy = 0.0168 hartree
HOMO-LUMO gap = 10.1 eV
Total charge = 0
SMILES = [H]/N=c1/nc[nH]o1

ORCA calculation (wB97M-V/def2-TZVPD) on the molecule C2H3N3O2 in a non-equilibrium geometry.

Geometry as XYZ:
```
10
Properties=species:S:1:pos:R:3:nbo_charge:R:1
C -1.111 -0.339 0.622 -0.4444
N -0.236 0.477 -0.119 -0.1939
O 0.502 1.646 0.311 -0.1891
N 1.833 1.470 -0.160 0.2055
N 1.908 0.569 -0.999 -0.2210
C 0.738 -0.341 -0.915 0.6941
O 0.683 -1.581 -1.239 -0.5351
H -1.450 -0.990 -0.153 0.2513
H -0.703 -0.955 1.664 0.2020
H -2.165 0.045 0.989 0.2306
```

Strongest force on any atom = 6.8 eV/A
Energy above the lowest of the compared OMol25 structures with the same formula, charge and spin = 132.61 kcal per mole
LUMO energy = -0.0288 hartree
HOMO-LUMO gap = 9.6 eV
Total charge = 0
SMILES = Cn1onnc1=O

ORCA calculation (wB97M-V/def2-TZVPD) on the molecule C2H3N3O2 in a non-equilibrium geometry.

Geometry as XYZ:
```
10
Properties=species:S:1:pos:R:3:nbo_charge:R:1
N -1.826 -0.091 -0.082 -0.8027
C -0.474 -0.186 0.087 0.4919
N 0.042 -1.364 -0.029 -0.2271
O 1.409 -1.152 -0.213 -0.3308
C 1.693 0.169 -0.123 0.8525
O 2.783 0.660 -0.204 -0.5872
N 0.469 0.798 0.085 -0.6362
H -2.045 -1.074 -0.217 0.4100
H -2.389 0.444 0.569 0.3937
H 0.338 1.795 0.129 0.4359
```

Strongest force on any atom = 1.2 eV/A
Energy above the lowest of the compared OMol25 structures with the same formula, charge and spin = 29.36 kcal per mole
LUMO energy = 0.0165 hartree
HOMO-LUMO gap = 9.8 eV
Total charge = 0
SMILES = Nc1noc(=O)[nH]1

ORCA calculation (wB97M-V/def2-TZVPD) on the molecule C2H3N3O2 in a non-equilibrium geometry.

Geometry as XYZ:
```
10
Properties=species:S:1:pos:R:3:nbo_charge:R:1
O 2.197 0.401 0.008 -0.5314
N 1.146 -0.663 0.086 -0.3410
C -0.156 -0.282 -0.016 0.2223
C -0.811 0.984 -0.065 -0.2204
N -2.228 0.719 0.147 -0.0145
O -2.328 -0.491 0.076 -0.0693
N -1.178 -1.217 -0.019 -0.1858
H 2.893 -0.050 0.783 0.4895
H 1.228 -1.537 -0.595 0.3879
H -0.762 2.135 -0.404 0.2628
```

Strongest force on any atom = 7.7 eV/A
Energy above the lowest of the compared OMol25 structures with the same formula, charge and spin = 170.41 kcal per mole
LUMO energy = 0.0134 hartree
HOMO-LUMO gap = 10.0 eV
Total charge = 0
SMILES = ONc1cnon1

ORCA calculation (wB97M-V/def2-TZVPD) on the molecule C2H3N3O2 in a non-equilibrium geometry.

Geometry as XYZ:
```
10
Properties=species:S:1:pos:R:3:nbo_charge:R:1
O 1.743 1.452 -0.054 -0.6375
C 0.592 1.061 0.005 0.7076
N -0.643 1.414 0.099 -0.4257
N -1.550 0.406 -0.139 -0.3297
C -0.890 -0.747 -0.087 0.1700
N 0.426 -0.507 -0.083 -0.1372
O 1.542 -1.226 0.009 -0.5029
H -1.024 2.374 -0.087 0.4309
H -1.437 -1.645 -0.048 0.2225
H 2.205 -0.496 0.238 0.5021
```

Strongest force on any atom = 6.0 eV/A
Energy above the lowest of the compared OMol25 structures with the same formula, charge and spin = 77.08 kcal per mole
LUMO energy = 0.0298 hartree
HOMO-LUMO gap = 9.5 eV
Total charge = 0
SMILES = O=c1[nH]ncn1O

ORCA calculation (wB97M-V/def2-TZVPD) on a cluster of 2 separate species, C2H3N3O2 in total in a non-equilibrium geometry.

Geometry as XYZ:
```
10
Properties=species:S:1:pos:R:3:nbo_charge:R:1
C -1.311 -1.391 -0.549 0.2643
C 0.269 0.933 -0.027 0.2439
N -1.687 -2.393 -0.982 -0.7498
N 0.961 0.575 -0.966 -0.5889
N 0.756 1.223 1.397 0.4622
O 1.941 1.093 1.620 -0.3679
O 0.009 1.858 2.118 -0.3641
H -0.742 1.264 -0.161 0.1980
H 1.907 0.264 -1.184 0.4125
H -2.103 -3.426 -1.266 0.4899
```

Strongest force on any atom = 5.9 eV/A
Energy above the lowest of the compared OMol25 structures with the same formula, charge and spin = 150.38 kcal per mole
LUMO energy = -0.0121 hartree
HOMO-LUMO gap = 9.9 eV
Total charge = 0

ORCA calculation (wB97M-V/def2-TZVPD) on the molecule C2H3N3O2.

Geometry as XYZ:
```
10
Properties=species:S:1:pos:R:3:nbo_charge:R:1
N 1.673 -0.728 -0.161 -0.8481
C 0.423 -0.106 -0.277 0.4790
N -0.089 0.420 -1.335 -0.1610
O -1.323 0.951 -0.924 -0.3357
C -1.575 0.619 0.379 0.8474
O -2.612 0.790 0.957 -0.5836
N -0.405 0.024 0.806 -0.6281
H 1.708 -1.569 -0.725 0.3947
H 2.421 -0.115 -0.465 0.3962
H -0.221 -0.285 1.746 0.4392
```

Strongest force on any atom = 0.6 eV/A
Energy above the lowest of the compared OMol25 structures with the same formula, charge and spin = 27.07 kcal per mole
LUMO energy = 0.0195 hartree
HOMO-LUMO gap = 10.4 eV
Total charge = 0
SMILES = Nc1noc(=O)[nH]1

ORCA calculation (wB97M-V/def2-TZVPD) on the molecule C2H3N3O2 in a non-equilibrium geometry.

Geometry as XYZ:
```
10
Properties=species:S:1:pos:R:3:nbo_charge:R:1
H -0.065 -2.215 1.641 0.3975
N 0.326 -1.884 0.545 -0.7763
C 0.389 -0.586 0.352 0.6574
O 0.499 0.295 1.215 -0.3688
N -0.105 1.546 0.986 -0.1150
C -0.446 1.297 -0.265 0.1733
N 0.262 0.208 -0.835 -0.1513
O -0.582 -0.513 -1.822 -0.5876
H -1.365 2.100 -0.663 0.2617
H -0.949 -1.499 -1.521 0.5090
```

Strongest force on any atom = 8.7 eV/A
Energy above the lowest of the compared OMol25 structures with the same formula, charge and spin = 169.88 kcal per mole
LUMO energy = 0.0067 hartree
HOMO-LUMO gap = 10.0 eV
Total charge = 0
SMILES = [H]/N=c1\oncn1O

ORCA calculation (wB97M-V/def2-TZVPD) on a cluster of 2 separate species, C2H3N3O2 in total in a non-equilibrium geometry.

Geometry as XYZ:
```
10
Properties=species:S:1:pos:R:3:nbo_charge:R:1
N 1.030 1.607 0.244 -0.8157
C 0.235 0.502 0.165 0.4521
N 0.415 -0.263 1.446 0.0979
O -0.085 -1.346 1.429 -0.2036
C -1.821 -2.502 -0.571 0.5188
O -0.977 -2.959 -1.182 -0.5252
N -0.539 0.074 -0.737 -0.6764
H 0.891 2.372 -0.396 0.3982
H 1.422 1.824 1.148 0.4067
H -0.571 0.691 -1.547 0.3470
```

Strongest force on any atom = 1.4 eV/A
Energy above the lowest of the compared OMol25 structures with the same formula, charge and spin = 81.95 kcal per mole
LUMO energy = -0.0299 hartree
HOMO-LUMO gap = 8.8 eV
Total charge = 0

ORCA calculation (wB97M-V/def2-TZVPD) on a structure of composition C2H3N3O2 in a non-equilibrium geometry.

Geometry as XYZ:
```
10
Properties=species:S:1:pos:R:3:nbo_charge:R:1
C -0.064 0.168 -0.191 0.5012
C 0.979 -0.283 1.451 0.3550
H -2.107 1.701 -1.819 0.4773
H -0.331 -2.375 -0.936 0.1457
H 1.508 -0.178 2.448 0.2068
N -0.567 0.769 -1.279 -0.1527
N 0.818 -0.842 -0.406 -0.2621
N 1.523 -0.986 0.617 -0.2989
O -1.757 1.591 -0.937 -0.5774
O -0.002 0.435 1.052 -0.3948
```

Strongest force on any atom = 9.4 eV/A
Energy above the lowest of the compared OMol25 structures with the same formula, charge and spin = 217.96 kcal per mole
LUMO energy = -0.0873 hartree
HOMO-LUMO gap = 6.0 eV
Total charge = 0

ORCA calculation (wB97M-V/def2-TZVPD) on a cluster of 2 separate species, C2H3N3O2 in total in a non-equilibrium geometry.

Geometry as XYZ:
```
10
Properties=species:S:1:pos:R:3:nbo_charge:R:1
C 0.223 0.763 2.676 0.2911
C -0.454 0.458 -1.022 0.1986
N 1.147 0.301 3.220 -0.7294
N -1.667 0.677 -1.222 -0.5333
N 0.205 -0.696 -1.556 0.4651
O -0.170 -1.753 -1.053 -0.3538
O 0.889 -0.476 -2.547 -0.3382
H 0.143 1.178 -0.470 0.2085
H 1.811 -0.295 3.615 0.4405
H -2.128 -0.156 -1.640 0.3508
```

Strongest force on any atom = 2.3 eV/A
Energy above the lowest of the compared OMol25 structures with the same formula, charge and spin = 135.73 kcal per mole
LUMO energy = -0.0173 hartree
HOMO-LUMO gap = 10.6 eV
Total charge = 0

ORCA calculation (wB97M-V/def2-TZVPD) on the molecule C2H3N3O2 in a non-equilibrium geometry.

Geometry as XYZ:
```
10
Properties=species:S:1:pos:R:3:nbo_charge:R:1
N 1.781 -2.407 0.779 -0.2465
C 1.359 -1.463 0.261 0.2263
C 0.807 -0.365 -0.443 -0.0717
N -0.513 -0.093 -0.006 -0.7991
N 1.804 0.820 0.010 0.5388
O 1.737 1.118 1.175 -0.3700
O 2.513 1.215 -0.847 -0.3414
H 1.086 -0.731 -1.539 0.2809
H -0.702 0.023 0.999 0.4045
H -0.987 0.613 -0.437 0.3782
```

Strongest force on any atom = 3.6 eV/A
Energy above the lowest of the compared OMol25 structures with the same formula, charge and spin = 109.22 kcal per mole
LUMO energy = 0.0021 hartree
HOMO-LUMO gap = 10.8 eV
Total charge = 0
SMILES = N#C[C@@H](N)[N+](=O)[O-]

ORCA calculation (wB97M-V/def2-TZVPD) on a cluster of 2 separate species, C2H3N3O2S in total in a non-equilibrium geometry.

Geometry as XYZ:
```
11
Properties=species:S:1:pos:R:3:nbo_charge:R:1
N -0.306 -2.720 -0.043 -0.6644
C -0.754 -1.648 0.179 0.7348
N -1.238 -0.540 0.356 -0.4415
N -1.606 0.568 -0.303 0.6563
O -1.149 0.725 -1.410 -0.3777
O -2.407 1.226 0.291 -0.3344
H -0.284 -3.585 0.428 0.4322
C 1.953 1.577 0.036 -0.4515
S 1.198 0.765 1.194 0.0732
H 3.067 1.268 -0.301 0.1947
H 1.525 2.365 -0.427 0.1783
```

Strongest force on any atom = 5.3 eV/A
Energy above the lowest of the compared OMol25 structures with the same formula, charge and spin = 136.48 kcal per mole
LUMO energy = -0.0127 hartree
HOMO-LUMO gap = 8.6 eV
Total charge = 0
SMILES = N=C=N[N+](=O)[O-].C=S

ORCA calculation (wB97M-V/def2-TZVPD) on the molecule C2H3N3O2S in a non-equilibrium geometry.

Geometry as XYZ:
```
11
Properties=species:S:1:pos:R:3:nbo_charge:R:1
C 0.154 -0.087 0.969 0.1110
C 0.395 0.719 -0.451 0.2289
N -0.473 -1.111 1.028 -0.4719
N -0.128 0.405 -1.507 -0.3326
N 1.106 1.811 -0.117 -0.8344
O -2.568 -1.883 -0.274 -0.8545
O -0.501 -3.215 -0.788 -0.8389
S -1.152 -1.952 -0.485 1.9589
H 0.681 0.506 1.669 0.2117
H 1.320 2.271 0.816 0.4153
H 1.165 2.536 -0.861 0.4065
```

Strongest force on any atom = 4.2 eV/A
Energy above the lowest of the compared OMol25 structures with the same formula, charge and spin = 88.03 kcal per mole
LUMO energy (alpha / beta) = -0.0555 / -0.0714 hartree
HOMO-LUMO gap (alpha / beta) = 8.2 / 8.2 eV
Total charge = 0

ORCA calculation (wB97M-V/def2-TZVPD) on a cluster of 2 separate species, C2H3N3O3 in total in a non-equilibrium geometry.

Geometry as XYZ:
```
11
Properties=species:S:1:pos:R:3:nbo_charge:R:1
C -1.076 -1.760 0.144 0.1494
C -0.298 -0.625 0.293 0.4802
N -1.670 -2.732 0.071 -0.2057
N 0.574 -0.152 -0.614 -0.7525
N -2.226 0.433 -0.053 0.4125
O -2.589 0.691 -1.142 -0.3724
O -2.664 0.841 0.974 -0.4368
O -0.103 -0.025 1.537 -0.6484
H 0.979 -0.796 -1.240 0.4106
H 1.048 0.853 -0.524 0.4484
H -0.980 0.110 1.914 0.5147
```

Strongest force on any atom = 5.4 eV/A
Energy above the lowest of the compared OMol25 structures with the same formula, charge and spin = 80.41 kcal per mole
LUMO energy (alpha / beta) = -0.0327 / -0.0327 hartree
HOMO-LUMO gap (alpha / beta) = 7.9 / 7.9 eV
Total charge = 0

ORCA calculation (wB97M-V/def2-TZVPD) on a cluster of 2 separate species, C2H3N3OS in total in a non-equilibrium geometry.

Geometry as XYZ:
```
10
Properties=species:S:1:pos:R:3:nbo_charge:R:1
C -2.434 0.450 -0.023 -0.1600
C -0.248 -0.268 0.060 0.1417
N -1.580 1.410 -0.030 -0.2447
N -0.307 0.998 0.009 -0.3489
N 2.615 -0.575 -0.013 -0.3594
O 1.579 -1.342 -0.078 -0.3007
S -1.720 -1.140 0.046 0.3570
H -3.495 0.592 -0.059 0.2233
H 2.771 0.042 -0.809 0.3467
H 2.818 -0.166 0.897 0.3451
```

Strongest force on any atom = 2.4 eV/A
Energy above the lowest of the compared OMol25 structures with the same formula, charge and spin = 114.52 kcal per mole
LUMO energy (alpha / beta) = -0.0073 / -0.0162 hartree
HOMO-LUMO gap (alpha / beta) = 8.9 / 9.0 eV
Total charge = 0

ORCA calculation (wB97M-V/def2-TZVPD) on the molecule C2H3N3OS.

Geometry as XYZ:
```
10
Properties=species:S:1:pos:R:3:nbo_charge:R:1
O 1.298 -1.374 0.488 -0.5197
N 0.506 -0.278 0.406 0.0286
N -0.851 -0.473 0.592 -0.3981
C -1.412 0.592 -0.046 0.2559
N -0.577 1.275 -0.771 -0.4578
C 0.651 0.651 -0.587 0.1578
S 2.071 0.811 -1.430 -0.1938
H 1.925 -1.247 -0.247 0.4954
H -1.162 -0.777 1.526 0.4193
H -2.449 0.819 0.066 0.2124
```

Strongest force on any atom = 0.8 eV/A
Energy above the lowest of the compared OMol25 structures with the same formula, charge and spin = 46.95 kcal per mole
LUMO energy = 0.0055 hartree
HOMO-LUMO gap = 8.8 eV
Total charge = 0
SMILES = On1[nH]cnc1=S

ORCA calculation (wB97M-V/def2-TZVPD) on the molecule C2H3N3OS in a non-equilibrium geometry.

Geometry as XYZ:
```
10
Properties=species:S:1:pos:R:3:nbo_charge:R:1
O 0.729 -1.725 0.013 -0.6476
C 0.059 -0.591 -0.162 0.4314
C -1.166 -0.283 -0.841 -0.2264
N -1.361 1.032 -0.620 -0.2075
N -0.436 1.556 0.128 -0.1094
N 0.458 0.523 0.374 -0.3421
S 1.831 0.805 1.347 0.2251
H 0.281 -2.457 -0.443 0.5039
H -1.889 -0.936 -1.347 0.2235
H 1.493 2.075 1.551 0.1491
```

Strongest force on any atom = 3.3 eV/A
Energy above the lowest of the compared OMol25 structures with the same formula, charge and spin = 37.94 kcal per mole
LUMO energy = 0.0130 hartree
HOMO-LUMO gap = 9.5 eV
Total charge = 0
SMILES = Oc1cnnn1S

ORCA calculation (wB97M-V/def2-TZVPD) on a cluster of 2 separate species, C2H3N3S in total in a non-equilibrium geometry.

Geometry as XYZ:
```
9
Properties=species:S:1:pos:R:3:nbo_charge:R:1
H 2.326 3.062 0.314 0.3648
N 1.694 2.319 0.145 -0.5172
N 2.042 1.193 -0.136 0.1816
N 1.648 0.069 -0.068 -0.2338
S 1.233 -1.376 -0.364 0.2046
C -2.261 -1.860 0.281 -0.2299
C -2.162 -0.843 -0.393 -0.2470
H -2.624 -2.780 0.677 0.2331
H -1.896 0.216 -0.455 0.2439
```

Strongest force on any atom = 3.7 eV/A
Energy above the lowest of the compared OMol25 structures with the same formula, charge and spin = 150.27 kcal per mole
LUMO energy = -0.0248 hartree
HOMO-LUMO gap = 7.6 eV
Total charge = 0
SMILES = [H]/N=N/N=S.C#C